1.
The following is a DFT calculation (ωB97M-V with the def2-TZVPD basis set) of 2 unconnected molecules or ions with the total composition C10H8NO3 in a non-equilibrium geometry.

Structure (XYZ):
```
22
Properties=species:S:1:pos:R:3:forces:R:3
C -2.2493 2.0297 0.8487 -1.5463 -1.1986 -0.6091
C -2.2897 0.6753 0.4224 -1.5381 2.1604 -0.6466
C -1.1817 2.5326 1.5455 -1.0712 0.7252 0.3209
C -1.1494 -0.0183 0.5284 2.1554 -1.3452 1.5105
C -0.0911 1.7674 1.8065 2.7012 -1.1912 -1.1210
C -0.0041 0.4811 1.2179 -2.0898 1.0499 0.4085
C 0.4897 -2.3562 -2.5527 1.2550 1.7528 -0.7746
C 2.2118 -0.4572 -3.2891 0.5203 -1.8700 0.7177
C 0.9707 -1.7779 1.2825 0.8591 -0.4796 -0.1715
C 1.0833 -0.4484 1.3488 0.9956 -1.7363 -0.5467
N 1.1321 -1.5869 -3.2248 -2.1606 -2.1947 1.2187
O -0.1807 -3.1051 -1.9057 0.1386 0.0617 -0.2729
O 3.0306 -0.5990 -2.4118 0.7671 0.2420 1.3305
O 2.0845 0.2028 -4.2643 -0.5288 2.0314 -2.1058
H -3.1561 2.5690 0.5861 0.2995 0.5071 0.4502
H -3.2311 0.3242 -0.0686 1.1403 0.0742 0.4399
H -1.1990 3.5018 2.0049 -0.2164 0.5749 -0.2383
H -1.0081 -1.0630 0.3047 -0.6210 0.0183 -0.8283
H 0.8100 2.2870 2.2163 -0.8257 -0.8939 0.0849
H 1.7720 -2.5248 1.1715 0.2489 1.0636 0.2582
H 0.0709 -2.3188 1.1831 -1.3335 -0.1319 0.2201
H 2.0849 -0.1152 1.2498 0.8500 0.7799 0.3544
```
Forces are in eV/Å.

Output
**Charge**: -1
**E_LUMO**: 3.141 eV
**Relative energy (zero: lowest compared OMol25 entry of this formula, charge and spin)**: 0.0 kJ/mol
**E_HOMO**: -4.910 eV

---

2.
The following is a DFT calculation (ωB97M-V with the def2-TZVPD basis set) of a molecular structure, C10H8NO9OsP2S4Sb in a non-equilibrium geometry.

Structure (XYZ):
```
36
Properties=species:S:1:pos:R:3:forces:R:3
Os -0.3115 -0.2098 -0.4516 0.1543 -0.2226 0.2072
O 0.6571 -4.0964 0.2717 0.0283 -0.0939 -0.0233
C 0.3424 -2.9128 0.2666 -0.0055 0.1448 0.0674
O 0.7778 -2.0000 -0.5201 0.0839 -0.0614 0.0181
C -0.6559 -2.4251 1.3109 -0.0207 0.0250 0.0367
C -1.1443 -3.3209 2.2817 0.0149 0.0596 -0.0385
C -1.9955 -2.8596 3.2350 -0.0361 -0.0014 0.0367
C -2.3589 -1.4915 3.2452 -0.0132 -0.0226 0.0419
C -3.2307 -0.9489 4.2199 0.0338 -0.0226 -0.0239
C -3.5550 0.3768 4.1923 0.0198 0.0376 -0.0502
C -3.0188 1.2167 3.1923 -0.0398 -0.0261 0.0601
C -2.1766 0.7252 2.2353 -0.0031 -0.0277 -0.0118
C -1.8348 -0.6447 2.2453 0.0109 -0.0410 -0.0525
N -0.9972 -1.1470 1.2712 0.1910 0.0570 -0.0049
H -0.8117 -4.3466 2.2190 -0.0021 -0.0061 -0.0059
H -2.4025 -3.5193 3.9937 0.0057 0.0048 0.0084
H -3.6302 -1.6074 4.9833 -0.0047 -0.0031 -0.0030
H -4.2275 0.7874 4.9361 0.0055 0.0036 0.0094
H -3.2757 2.2680 3.1783 -0.0035 0.0008 -0.0011
H -1.7665 1.3588 1.4644 0.0151 -0.0110 -0.0136
O -3.2009 -0.6729 -0.9393 -0.0289 0.0378 0.0207
P -2.9386 0.8220 -1.5406 -0.0565 -0.3034 0.1648
O -4.2256 1.5208 -1.6639 0.1410 0.2429 -0.1513
O -1.7961 1.3299 -0.6794 -0.1984 0.2402 -0.0515
O -2.3223 0.5022 -3.0170 0.0228 -0.0567 -0.0573
P -0.8836 -0.1648 -3.3594 -0.3191 -0.1621 0.5220
O -1.1534 -1.6359 -2.6965 -0.0629 -0.0659 -0.1524
O -0.6287 -0.2089 -4.7971 0.0306 0.1401 -0.0418
O 0.1359 0.4355 -2.3783 0.0666 0.3569 -0.8535
H -4.0851 -0.9608 -1.1892 0.0382 -0.0278 -0.0407
H -0.3233 -2.1340 -2.6573 -0.0013 0.0389 0.1138
S 0.6211 4.2348 -3.9049 0.3627 -0.1634 0.2002
Sb 0.5837 3.1848 -1.8994 -1.0354 0.2968 -0.2169
S 0.9061 2.2331 1.7964 -0.0191 0.2384 0.0118
S 1.3653 0.8785 0.4385 0.2303 -0.2249 -0.2391
S 2.5398 2.0672 -1.3741 0.3947 -0.3816 0.5139
```
Forces are in eV/Å.

Output
**Charge**: -2
**E_LUMO**: 4.097 eV
**E_HOMO**: -1.811 eV

---

3.
The following is a DFT calculation (ωB97M-V with the def2-TZVPD basis set) of a molecular structure, C10H9Br3O in a non-equilibrium geometry.

Structure (XYZ):
```
23
Properties=species:S:1:pos:R:3:forces:R:3
C -0.1422 2.2995 0.3546 -2.3734 -0.6662 0.6522
C 0.1138 2.3027 -1.1189 -0.2671 -1.5065 2.1848
C -0.8174 1.2468 0.9582 2.2086 1.6222 -1.6148
C 0.1004 1.1274 -1.7699 -0.1433 0.1331 1.8159
C -1.0864 -0.0635 0.2811 -0.3285 0.4583 -2.1806
C -0.1274 -0.0656 -0.9144 -0.8447 1.3256 -0.6857
C -0.6016 -1.2977 1.0479 0.1957 1.6189 0.0089
C 0.5463 -1.9172 0.3414 1.8141 -1.0597 0.0641
C 0.8302 -0.9653 -0.7608 -0.6639 0.0115 0.4798
C -2.6529 -0.1181 -0.0456 0.8572 -1.0888 -1.0978
O 1.8886 -1.1784 -1.5045 2.7802 0.8195 -2.3098
Br -3.2904 1.3731 -1.0582 -0.0388 0.4798 -0.0698
Br -3.1117 -1.7145 -1.2307 0.5612 0.5036 0.7779
Br -3.6576 -0.2717 1.5646 -0.2226 -0.0214 0.5095
H -0.0819 3.2485 0.9723 0.3683 -1.2549 -0.9767
H 0.3860 3.2232 -1.5072 0.3963 1.4942 -1.1695
H -0.9650 1.2662 1.9893 -0.5587 0.3151 1.6755
H 0.4250 1.0428 -2.7722 0.0676 -0.1172 -1.0342
H -0.2102 -0.8560 1.9225 0.5663 0.2046 1.3673
H -1.3724 -1.8873 1.3833 -1.8052 -1.7393 0.3729
H 1.3314 -2.1576 1.0973 0.0770 0.7985 -0.7885
H 0.5151 -2.8623 -0.1739 -1.1436 -0.8145 -0.0325
H 2.1967 -0.4764 -2.1930 -1.5027 -1.5164 2.0510
```
Forces are in eV/Å.

Output
**Charge**: 0
**E_LUMO**: -0.023 eV
**Relative energy (zero: lowest compared OMol25 entry of this formula, charge and spin)**: 0.0 kJ/mol
**E_HOMO**: -8.305 eV

---

4.
The following is a DFT calculation (ωB97M-V with the def2-TZVPD basis set) of 2 unconnected molecules or ions with the total composition C10H9BrClN2O3P in a non-equilibrium geometry.

Structure (XYZ):
```
27
Properties=species:S:1:pos:R:3:forces:R:3
O -2.2219 -2.8995 3.1713 0.7700 -0.4929 -0.6115
P -2.0527 -3.6615 1.7017 -1.2705 0.6291 -0.1664
Cl -1.4215 -5.6147 2.2167 0.3357 0.1647 0.1086
C -0.5800 -2.8403 1.0423 0.1414 -1.5219 0.8385
C 0.6366 -3.5271 0.8551 -0.8793 -0.2572 0.2623
C 1.6952 -2.8424 0.3795 1.0311 -0.3303 -0.2569
C 1.6062 -1.4836 0.0366 0.6021 0.0433 -0.2475
N 2.7066 -0.8746 -0.4696 0.1362 0.3992 0.0758
C 2.5249 0.3995 -0.7238 0.4274 -0.7456 -0.1734
Br 4.0359 1.3406 -1.4433 -0.2884 -0.0878 0.1101
C 1.3294 1.0905 -0.5365 -0.3406 1.6942 -0.1486
N 0.2191 0.5287 -0.0827 1.1126 -0.5428 0.0166
C 0.3985 -0.7925 0.2181 -0.7256 0.1576 0.0794
C -0.6793 -1.5094 0.7459 -0.8063 0.5077 0.0236
H -1.3227 -2.6268 3.4157 -0.2035 0.2059 0.3254
H 0.6885 -4.5800 1.0997 0.1592 0.0556 -0.0144
H 2.6501 -3.3413 0.2539 0.0315 0.1432 -0.1008
H 1.3104 2.1577 -0.7814 -0.4430 0.1051 -0.1114
H -1.6064 -0.9694 0.9153 0.0420 0.0648 -0.0913
O -3.0344 4.0732 -1.3036 -0.1814 -0.1419 0.2405
C -1.7953 3.6939 -0.9858 -0.2472 0.2542 -0.3159
C -0.6869 4.3122 -2.0167 0.0987 -0.1904 0.2459
O 0.5609 3.9352 -1.7152 0.4159 -0.0830 -0.1575
H -1.5966 2.6002 -0.9933 -0.0525 -0.1092 -0.2957
H -1.4231 4.0038 0.0233 0.0275 0.3372 -0.0124
H -0.8844 5.4100 -1.9959 0.0767 0.0612 0.3632
H -1.0572 4.0175 -3.0274 0.0303 -0.3202 0.0137
```
Forces are in eV/Å.

Output
**Charge**: -2
**E_LUMO**: 4.004 eV
**E_HOMO**: 1.609 eV

---

5.
The following is a DFT calculation (ωB97M-V with the def2-TZVPD basis set) of a molecular structure, C10H9BrF5N3O6TeTi in a non-equilibrium geometry.

Structure (XYZ):
```
36
Properties=species:S:1:pos:R:3:forces:R:3
Ti -0.0274 -0.9849 -0.8741 1.8354 0.8005 -1.2511
N 0.8670 2.5911 -0.0236 0.2492 -0.0965 0.0462
C 1.2747 2.4393 -1.4279 -0.1593 0.0886 0.1004
C 2.1497 1.2338 -1.7263 0.0911 -0.1321 0.0541
O 3.1961 1.4254 -2.3648 -0.0100 -0.0110 0.0392
N 1.7405 0.0175 -1.3119 0.1754 -0.6356 0.0938
C 2.6819 -1.0679 -1.6352 -0.1223 0.1683 0.3815
C 2.4244 -2.2946 -0.7560 -0.2351 0.2116 0.0795
O 3.2623 -3.1733 -0.6484 0.0393 -0.1209 0.0345
O 1.2573 -2.3021 -0.1564 0.7852 -0.0697 0.0905
H 0.4821 3.5199 0.0984 -0.0714 -0.0192 -0.0448
H 0.1041 1.9427 0.1505 -0.0678 0.0879 -0.0913
H 0.4185 2.3877 -2.1113 -0.0546 0.0164 0.0061
H 1.8900 3.2946 -1.7012 -0.0223 0.0479 -0.0491
H 2.5469 -1.3970 -2.6693 0.0751 0.0213 -0.0556
H 3.7201 -0.7630 -1.5145 0.0235 0.0675 -0.0068
Br 2.4530 0.0323 1.9668 0.0039 -0.0405 -0.0066
C 0.6455 -0.3200 2.3548 0.1341 -0.0630 0.0189
C 0.2156 -0.1140 3.6666 0.3536 0.0883 -0.1626
C -1.0943 -0.3754 3.9722 -0.4934 -0.1832 -0.0603
C -1.9351 -0.8603 2.9735 -0.1064 0.1132 0.5248
C -1.4116 -1.0447 1.7228 -0.4440 -0.1999 -0.5713
N -0.1467 -0.7680 1.4013 -0.0325 0.1618 0.3913
C -2.3022 -1.5749 0.5961 0.5408 -1.0056 -0.3739
O -3.5028 -1.5902 0.7404 -0.0167 -0.3309 0.4272
O -1.6644 -1.9810 -0.4982 -0.9012 -0.0299 1.9763
H 0.9137 0.2502 4.4058 0.0188 0.0134 -0.0455
H -1.4625 -0.2092 4.9778 -0.0121 -0.0089 -0.0295
H -2.9815 -1.0804 3.1282 0.0192 0.0198 0.0194
F -1.7802 -0.0956 -3.0369 0.2414 -0.4306 -0.2614
Te -2.8073 0.3179 -1.4569 -1.3763 1.7803 -1.8959
F 0.1633 -1.8406 -2.4272 -0.3939 -0.1172 -0.3198
F -3.2917 1.5395 0.0965 -0.2148 -0.1929 0.2482
F -4.2662 0.2401 -2.9032 -0.4923 -0.1599 0.4110
F -2.7729 2.0296 -2.2278 0.4219 0.5383 0.0781
O -0.9599 0.5757 -0.7806 0.2184 -0.3779 0.2044
```
Forces are in eV/Å.

Output
**Charge**: -2
**E_LUMO**: 4.285 eV
**Relative energy (zero: lowest compared OMol25 entry of this formula, charge and spin)**: 199.7 kJ/mol
**E_HOMO**: -2.972 eV

---

6.
The following is a DFT calculation (ωB97M-V with the def2-TZVPD basis set) of a molecular structure, C10H9Cl3GeN4RbS2Se.

Structure (XYZ):
```
31
Properties=species:S:1:pos:R:3:forces:R:3
Rb -2.8086 -0.3928 -2.1124 0.2454 -0.4311 -0.1305
C -0.6334 -0.0874 4.0161 -0.0102 0.0145 0.0051
N 0.4468 -0.0837 3.0575 -0.0065 -0.0260 0.0187
C 1.7914 -0.1159 3.3473 0.0621 0.0260 -0.0560
C 2.4537 -0.0949 2.1817 0.0232 -0.0317 0.1000
N 1.5139 -0.0554 1.1553 0.0057 -0.0087 -0.0399
C 0.2389 -0.0458 1.7040 -0.0094 0.0342 -0.1168
S -1.2773 0.0265 1.0456 -0.1456 0.0317 0.0409
C 1.8779 -0.0300 -0.2275 -0.0125 0.0178 0.0667
C 3.2139 0.1418 -0.5849 -0.0090 0.0442 -0.0043
C 3.5248 0.1416 -1.9348 -0.0038 -0.0157 -0.0355
C 2.5192 -0.0251 -2.8700 0.0218 -0.0037 0.0214
C 1.2259 -0.1821 -2.3999 0.0124 -0.0388 0.0113
N 0.9100 -0.1877 -1.1051 -0.0212 -0.0756 0.0162
H -0.1992 -0.0884 5.0143 -0.0023 -0.0037 0.0141
H -1.2603 -0.9671 3.8752 -0.0001 0.0004 -0.0048
H -1.2603 0.7921 3.8757 0.0015 0.0021 0.0000
H 2.1601 -0.1519 4.3558 0.0102 -0.0042 0.0233
H 3.5099 -0.1201 2.0056 -0.0114 -0.0271 -0.0080
H 3.9973 0.2824 0.1435 -0.0154 0.0292 0.0025
H 4.5547 0.2717 -2.2436 0.0124 0.0046 -0.0070
H 2.6846 -0.0491 -3.9384 -0.0077 0.0181 -0.0199
H 0.4304 -0.3248 -3.1245 -0.0126 0.0213 -0.0458
S -5.2359 -5.3743 -1.0104 0.0296 0.0585 -0.0234
C -4.5577 -3.9335 -1.4677 -0.0667 -0.1398 0.0489
N -4.0800 -2.9187 -1.7887 0.0181 0.0805 0.0041
Cl -4.5586 4.0551 -3.1190 -0.0176 0.0296 0.0003
Ge -3.4618 2.8654 -1.5096 -0.0515 0.4125 0.0861
Cl -2.5374 4.6368 -0.4127 0.0049 0.0094 -0.0009
Cl -5.2505 2.5590 -0.1129 -0.0031 -0.0300 0.0081
Se 0.0676 -0.5438 -5.8153 -0.0406 0.0017 0.0247
```
Forces are in eV/Å.

Output
**2S+1**: 2
**Charge**: -2
**E_LUMO (spin up / spin down)**: 3.602 / 3.602 eV
**Relative energy (zero: lowest compared OMol25 entry of this formula, charge and spin)**: 0.0 kJ/mol
**Expectation value of S²**: 0.753
**E_HOMO (spin up / spin down)**: -1.928 / -1.546 eV

---

7.
The following is a DFT calculation (ωB97M-V with the def2-TZVPD basis set) of a molecular structure, C10H9F7N2O9PRu.

Structure (XYZ):
```
39
Properties=species:S:1:pos:R:3:forces:R:3
Ru 0.3238 0.1537 -0.4109 0.5606 -0.2687 -0.4315
O -1.5996 3.8645 -0.4110 0.0262 -0.0612 -0.1023
C -1.0594 2.7689 -0.0021 -0.2033 0.0242 -0.1982
O -0.9518 1.7648 -0.7185 0.1064 0.2317 0.1025
C -0.6219 2.8261 1.4357 0.1231 -0.1377 0.0334
O -0.0638 1.5554 1.7846 0.0903 0.0681 -0.0056
C -0.7008 0.7766 2.6860 0.0034 0.0174 0.0180
C -1.6350 -0.3577 1.7620 -0.2100 -0.1439 0.0750
O -2.6035 -0.6446 2.3968 0.0761 0.0210 0.0350
O -1.1460 -0.6860 0.6665 -0.1987 -0.0421 0.0735
H -1.8489 3.8208 -1.3561 0.0073 0.0391 0.0841
H -1.4606 3.0962 2.0796 -0.0272 0.0082 -0.0330
H 0.1616 3.5773 1.5319 0.0525 0.0259 0.0253
H -1.3675 1.2863 3.3753 -0.0348 -0.0227 -0.0097
H -0.0164 0.0509 3.1274 0.0395 0.0229 -0.0054
F 1.2183 -6.9150 2.4989 0.0423 0.0832 -0.1332
C 1.5947 -6.2037 1.4947 0.0212 0.1066 0.1929
C 2.0898 -4.9145 1.7109 -0.0953 -0.2417 0.0632
N 2.4806 -4.1825 0.6897 0.0363 0.2407 -0.1109
C 2.9901 -2.8102 0.8970 0.2344 -0.3057 -0.0821
C 1.8647 -1.7799 0.8910 -0.1355 0.1096 -0.4533
O 1.4306 -1.3282 1.9250 -0.0980 0.0400 0.1327
O 1.4498 -1.4540 -0.3138 -0.2080 0.0934 0.4741
C 2.4565 -4.6684 -0.7005 -0.0143 -0.0388 0.0755
O 2.8670 -3.9641 -1.5605 0.0135 0.0345 -0.0863
N 1.9448 -5.9288 -0.8552 -0.0232 -0.0214 0.0613
C 1.4710 -6.7900 0.1377 0.0274 0.0572 -0.0293
O 1.0135 -7.8710 -0.0611 0.0128 -0.0220 -0.0492
H 2.1618 -4.5016 2.7113 -0.0189 -0.0261 0.0089
H 3.6959 -2.6031 0.0958 -0.0114 0.0252 0.0096
H 3.4780 -2.7770 1.8670 0.0222 -0.0078 -0.0032
H 1.9239 -6.2788 -1.8101 -0.0021 0.0110 0.0348
F 1.5341 0.8625 -1.7201 -0.2469 -0.0671 0.1071
P 3.0380 1.9465 -0.7697 0.5648 0.6316 -0.0272
F 2.4632 1.0409 0.4680 -0.1206 -0.0827 0.1534
F 4.0764 2.7150 0.0674 -0.0447 -0.0833 -0.0464
F 3.9223 0.7306 -1.1865 -0.0860 -0.1378 0.0195
F 1.8105 2.9320 -0.4664 -0.2387 -0.0621 0.0537
F 3.2181 2.6209 -2.1545 -0.0427 -0.1186 -0.0269
```
Forces are in eV/Å.

Output
**2S+1**: 6
**Charge**: +2
**E_LUMO (spin up / spin down)**: -7.413 / -10.476 eV
**Expectation value of S²**: 8.783
**E_HOMO (spin up / spin down)**: -16.873 / -17.285 eV

---

8.
The following is a DFT calculation (ωB97M-V with the def2-TZVPD basis set) of a molecular structure, C10H9N2O5Tc in a non-equilibrium geometry.

Structure (XYZ):
```
27
Properties=species:S:1:pos:R:3:forces:R:3
O -2.3140 4.4887 2.1454 0.1821 -2.8503 0.1441
C -2.2113 3.3537 2.2032 -0.1004 2.7425 -0.1224
Tc -0.0315 -0.5435 -0.1326 3.1352 -4.2949 -0.8307
C -0.0916 -2.4383 0.3227 -1.3624 -9.3587 1.8197
O -0.1293 -3.5678 0.6051 0.2931 5.5887 -1.0946
C 1.2929 -3.3001 -2.1305 -0.4565 -0.8338 -2.7988
O 1.1915 -3.7913 -3.1543 0.3986 1.1673 2.7439
C 1.6981 0.2382 -0.3917 6.9386 4.7879 -1.0677
O 2.7411 0.7637 -0.4949 -5.0035 -2.9028 0.4642
C -1.5713 -0.3036 -1.3200 -6.7175 1.1217 -5.1583
O -2.5239 -0.1476 -1.9712 4.6705 -0.7325 3.2349
H -0.5985 0.6572 0.3127 -2.1178 4.6708 1.8778
C 1.8428 1.7175 4.3749 -0.3428 -0.5602 0.7808
C 0.9595 0.7591 3.6861 3.6371 1.0758 -1.2473
C -0.3803 0.4463 3.8909 -1.5110 0.1398 1.1520
C -0.7726 -0.3514 2.8214 0.4787 -1.3419 -2.6032
N 0.2884 -0.5208 1.9717 -1.8529 0.6637 1.5028
N 1.3419 0.1264 2.5711 0.4084 1.1139 1.4988
C -2.1197 -0.8792 2.5663 -0.1288 -0.2073 0.2033
H 1.4116 1.9595 5.3501 0.1419 0.1203 -0.1019
H 2.8390 1.2894 4.5297 0.0667 0.1061 -0.1028
H 1.9462 2.6453 3.7929 -0.0543 -0.0938 -0.0479
H -0.9998 0.7834 4.7055 -0.1259 0.0546 0.1610
H 2.3111 0.0504 2.2674 -0.1813 -0.0969 -0.1743
H -2.0536 -1.9277 2.2541 -0.2399 0.0721 0.0976
H -2.6869 -0.8033 3.5045 -0.0850 -0.1793 -0.4077
H -2.6446 -0.2946 1.8024 -0.0709 0.0271 0.0767
```
Forces are in eV/Å.

Output
**2S+1**: 4
**Charge**: +3
**E_LUMO (spin up / spin down)**: -14.894 / -16.151 eV
**Relative energy (zero: lowest compared OMol25 entry of this formula, charge and spin)**: 129.8 kJ/mol
**Expectation value of S²**: 3.772
**E_HOMO (spin up / spin down)**: -21.925 / -21.900 eV